# 1
Formula: C36H45N5O5Ti
Source: the OMol25 dataset
Level of theory: ωB97M-V/def2-TZVPD

Computed properties:
net charge = -2
energy = -2898.4198 a.u.
HOMO (alpha / beta) = 0.672 / 0.673 eV
multiplicity = 3
F_max = 0.01483 hartree/bohr
energy above the lowest of the compared OMol25 structures with the same formula, charge and spin = 19.5 kcal/mol
LUMO energy (alpha / beta) = 4.20 / 4.19 eV

Last column: Mulliken charge in e.
Atoms and positions in Å:
Ti: 0.26 -0.33 0.19  -0.1985
C: 5.63 1.31 -4.39  -1.7034
C: 4.38 0.90 -3.64  0.8708
C: 3.15 0.93 -4.29  -1.2072
C: 1.93 0.61 -3.63  0.4046
C: 0.70 0.78 -4.26  -0.4483
N: -0.53 0.65 -3.72  0.6082
C: -1.76 0.80 -4.48  -0.8389
C: -2.39 -0.52 -4.92  -0.2791
C: -3.92 -0.56 -4.76  -1.2187
N: -4.42 -0.28 -3.41  -0.2986
C: -3.51 -0.55 -2.33  -1.4792
C: -3.07 -1.82 -2.06  0.7495
C: -3.53 -3.02 -2.68  -1.4039
C: -2.98 -4.28 -2.40  1.1786
C: -3.60 -5.50 -3.04  -1.6021
C: -1.92 -4.41 -1.53  -1.8637
C: -1.38 -3.23 -0.91  1.0737
C: -0.23 -3.39 -0.09  -0.4087
N: 0.53 -2.49 0.46  0.6272
C: 1.69 -2.96 1.20  -1.2076
C: 2.01 -2.04 2.38  -0.2158
C: 2.71 -0.72 1.99  -1.0713
N: 2.38 -0.28 0.63  1.1415
C: 3.35 -0.17 -0.21  -0.5464
C: 3.25 0.19 -1.60  1.1637
C: 4.44 0.54 -2.31  -1.1302
C: 2.01 0.14 -2.26  0.3373
O: 0.95 -0.34 -1.70  -0.2908
C: -1.94 -1.96 -1.12  -0.1010
O: -1.50 -0.88 -0.54  0.9912
H: 5.49 1.23 -5.47  0.3731
H: 6.48 0.67 -4.11  0.3568
H: 5.91 2.34 -4.16  0.2740
H: 3.10 1.25 -5.32  0.3060
H: 0.71 1.14 -5.29  0.2971
H: -0.61 0.23 -2.80  -0.4391
H: -1.53 1.44 -5.34  0.5195
H: -2.47 1.35 -3.86  0.1022
H: -1.97 -1.33 -4.32  0.1360
H: -2.15 -0.74 -5.97  0.5662
H: -4.24 -1.56 -5.08  0.2816
H: -4.39 0.16 -5.45  0.4795
H: -4.74 0.67 -3.35  0.4237
H: -3.13 0.29 -1.76  0.6254
H: -4.38 -2.96 -3.35  0.2981
H: -4.01 -5.25 -4.02  0.3500
H: -4.42 -5.90 -2.43  0.2826
H: -2.86 -6.29 -3.17  0.3551
H: -1.47 -5.38 -1.34  0.2558
H: 0.06 -4.44 0.07  0.1094
H: 2.56 -3.01 0.53  0.2203
H: 1.51 -3.97 1.58  0.5525
H: 2.66 -2.57 3.08  0.5489
H: 1.07 -1.81 2.89  -0.0855
H: 3.80 -0.84 2.07  0.4443
H: 2.38 0.06 2.68  0.1720
H: 4.38 -0.33 0.15  0.0732
H: 5.39 0.53 -1.79  0.3240
C: -2.13 1.50 2.55  -1.4674
C: -1.38 0.18 2.83  0.5988
C: -2.29 -1.05 2.73  -1.0982
O: -0.29 0.03 1.99  -0.5746
H: -2.90 1.63 3.30  0.8584
H: -2.00 1.62 0.52  -0.9462
H: -1.40 2.31 2.66  0.1331
H: -1.03 0.26 3.87  0.1786
H: -2.69 -1.13 1.72  -0.1000
H: -3.11 -1.00 3.45  0.4298
H: -1.70 -1.94 2.93  0.3971
O: 0.29 3.78 0.84  -0.7083
C: 0.70 2.68 0.49  -0.2114
O: 0.06 1.78 -0.16  -0.5924
H: 1.75 2.40 0.77  0.1574
C: -2.58 3.41 -0.96  -1.2941
C: -3.80 3.28 -0.10  1.1716
C: -4.92 4.06 -0.36  -0.7941
C: -6.07 3.97 0.40  -0.8185
C: -6.12 3.03 1.42  -0.7029
C: -5.03 2.20 1.70  0.8499
C: -5.21 1.09 2.70  -1.6312
C: -3.84 2.35 0.96  0.2980
N: -2.73 1.54 1.22  1.4390
H: -2.73 4.19 -1.71  0.3123
H: -2.34 2.48 -1.47  0.2121
H: -1.69 3.67 -0.37  0.1391
H: -4.87 4.77 -1.18  0.3528
H: -6.93 4.59 0.19  0.3460
H: -7.03 2.89 1.99  0.3728
H: -6.26 0.84 2.78  0.4350
H: -4.84 1.34 3.70  0.3341
H: -4.66 0.21 2.36  0.0877

***

# 2
Formula: C29H33BrI2MnN5O2
Source: the OMol25 dataset
Level of theory: ωB97M-V/def2-TZVPD

Computed properties:
net charge = +2
energy = -5868.9761 a.u.
HOMO (alpha / beta) = -12.571 / -12.571 eV
multiplicity = 5
F_max = 0.04940 hartree/bohr
LUMO energy (alpha / beta) = -8.64 / -8.59 eV

Last column: Mulliken charge in e.
Atoms and positions in Å:
Mn: 0.41 0.59 -0.76  -0.9383
O: -0.39 -0.33 -5.03  -0.7083
C: -1.08 -1.41 -4.53  0.4689
C: -1.07 -2.58 -5.28  -0.7168
C: -1.75 -3.69 -4.81  -0.4135
C: -2.43 -3.65 -3.61  -0.9491
C: -2.45 -2.48 -2.87  -0.3171
C: -1.78 -1.35 -3.33  0.6898
C: -1.79 -0.04 -2.57  -0.3285
O: -0.49 0.34 -2.24  -0.1419
N: -2.52 -0.03 -1.32  -0.1981
N: -1.81 -0.22 -0.17  0.0253
C: -2.50 -0.35 0.90  -0.7765
C: -1.97 -0.77 2.19  0.2405
Br: -0.34 -1.75 2.15  -0.1393
C: -2.62 -0.68 3.35  -0.7880
C: -3.86 0.05 3.62  0.6019
C: -4.24 1.21 2.93  -0.2372
C: -5.44 1.84 3.21  -0.6561
C: -6.27 1.34 4.20  -0.4192
C: -5.89 0.21 4.92  -0.5886
C: -4.69 -0.42 4.64  -0.4927
H: -0.31 0.34 -4.36  0.2769
H: -0.53 -2.59 -6.21  0.4664
H: -1.75 -4.60 -5.40  0.4092
H: -2.95 -4.53 -3.24  0.4245
H: -2.99 -2.45 -1.93  0.4444
H: -2.21 0.74 -3.22  0.1820
H: -3.52 -0.19 -1.33  0.3599
H: -3.58 -0.23 0.86  0.6935
H: -2.21 -1.23 4.19  0.3897
H: -3.56 1.65 2.21  0.5755
H: -5.71 2.74 2.68  0.3919
H: -7.20 1.84 4.43  0.3971
H: -6.53 -0.17 5.71  0.3960
H: -4.40 -1.30 5.20  0.3821
C: 4.71 4.02 -2.94  -0.8790
N: 3.89 2.79 -2.72  0.1895
C: 2.95 2.56 -3.86  -0.6849
C: 3.22 2.72 -1.35  -0.7721
C: 1.86 3.33 -1.28  1.6409
C: 1.71 4.72 -1.35  -0.3778
C: 0.46 5.32 -1.25  -1.0306
C: -0.66 4.53 -1.03  -0.7473
C: -0.53 3.15 -0.93  0.1987
C: 0.72 2.56 -1.06  0.0306
H: 5.35 3.87 -3.80  0.3859
H: 5.31 4.22 -2.06  0.3477
H: 4.04 4.86 -3.13  0.3962
H: 4.54 2.00 -2.71  0.2851
H: 2.25 3.39 -3.90  0.3850
H: 2.42 1.63 -3.70  0.1613
H: 3.52 2.51 -4.78  0.3982
H: 3.90 3.20 -0.64  0.3375
H: 3.17 1.66 -1.10  -0.0177
H: 2.59 5.34 -1.47  0.5300
H: 0.37 6.39 -1.33  0.4326
H: -1.64 4.99 -0.92  0.4722
H: -1.42 2.56 -0.73  0.4157
I: 2.15 -1.08 -1.94  0.1709
I: 5.11 -1.04 -1.25  -0.0319
C: 3.81 -0.48 3.45  -0.8693
N: 2.92 0.30 2.58  0.1926
C: 2.48 1.58 2.80  -0.7505
C: 1.66 1.89 1.76  -0.6904
N: 1.60 0.80 0.91  1.1163
C: 2.38 -0.14 1.44  -0.9552
H: 4.58 0.18 3.85  0.3431
H: 4.27 -1.28 2.88  0.3417
H: 3.24 -0.90 4.28  0.3240
H: 2.79 2.15 3.65  0.5184
H: 1.10 2.79 1.59  0.5871
H: 2.53 -1.13 1.05  0.5992

***

# 3
Formula: C10H10BBrF4Sn
Source: the OMol25 dataset
Level of theory: ωB97M-V/def2-TZVPD

Computed properties:
energy = -3599.7558 a.u.
HOMO = -8.996 eV
F_max = 0.04227 hartree/bohr
energy above the lowest of the compared OMol25 structures with the same formula, charge and spin = 21.1 kcal/mol
LUMO energy = -1.91 eV

Last column: Mulliken charge in e.
Atoms and positions in Å:
C: -0.34 1.23 -2.15  -0.3402
C: 0.20 2.14 -1.15  -0.6570
C: 1.52 1.64 -0.76  -0.4716
H: -0.33 2.97 -0.69  0.5150
C: 1.80 0.42 -1.52  -0.4982
C: 0.65 0.17 -2.39  -0.4720
H: 0.52 -0.72 -3.03  0.4331
H: -1.34 1.29 -2.60  0.4890
H: 2.16 2.05 0.02  0.4943
H: 2.70 -0.19 -1.46  0.4698
Sn: -0.06 0.09 0.01  1.2316
Br: -0.27 1.86 2.07  -0.4832
C: -1.32 -1.60 1.11  -0.4525
C: -1.09 -2.11 -0.25  -0.6331
C: -1.82 -1.24 -1.17  -0.2994
H: -0.46 -2.95 -0.52  0.4275
C: -2.46 -0.17 -0.39  -0.5238
C: -2.17 -0.42 1.01  -0.6787
H: -2.49 0.21 1.84  0.6957
H: -0.88 -2.00 2.02  0.4816
H: -1.80 -1.32 -2.27  0.4934
H: -3.00 0.70 -0.80  0.4464
F: 1.33 -0.55 1.30  -0.3149
B: 2.17 -0.35 2.86  0.4896
F: 1.18 -0.52 3.77  -0.2716
F: 2.83 -1.46 2.42  -0.2962
F: 2.77 0.85 2.73  -0.2745

***

# 4
Formula: C30H28N2ORuS4
Source: the OMol25 dataset
Level of theory: ωB97M-V/def2-TZVPD

Computed properties:
net charge = +1
energy = -3032.2052 a.u.
HOMO (alpha / beta) = -9.993 / -9.866 eV
multiplicity = 2
F_max = 0.02001 hartree/bohr
energy above the lowest of the compared OMol25 structures with the same formula, charge and spin = 34.5 kcal/mol
LUMO energy (alpha / beta) = -2.94 / -2.84 eV

Last column: Mulliken charge in e.
Atoms and positions in Å:
Ru: -0.60 0.12 -0.39  0.5501
S: -2.60 1.21 -0.79  -0.3094
C: -2.39 1.89 -2.40  0.8073
C: -3.10 3.03 -2.77  -0.7562
C: -3.01 3.53 -4.06  -0.6702
C: -2.22 2.90 -5.01  -0.6673
C: -1.51 1.76 -4.66  -0.4610
C: -1.59 1.29 -3.35  0.2741
S: -0.71 -0.16 -2.82  -0.3392
C: 0.96 0.37 -3.27  -0.8516
C: 1.97 0.03 -2.22  0.1669
C: 3.32 -0.04 -2.54  -0.9546
C: 4.25 -0.23 -1.54  -0.6006
C: 3.79 -0.39 -0.23  -1.0081
C: 2.43 -0.37 0.00  0.4704
C: 1.83 -0.63 1.33  -0.4657
S: 0.54 0.63 1.63  -0.2776
C: -0.27 -0.22 2.94  0.1901
C: 0.28 -0.27 4.22  -0.5187
C: -0.36 -1.00 5.20  -0.7929
C: -1.55 -1.66 4.89  -0.5967
C: -2.10 -1.58 3.63  -0.9038
C: -1.46 -0.84 2.62  0.9356
S: -2.23 -0.65 1.07  -0.1810
N: 1.53 -0.14 -0.98  1.0660
H: -3.73 3.52 -2.03  0.4967
H: -3.57 4.42 -4.33  0.3937
H: -2.15 3.29 -6.02  0.4208
H: -0.91 1.24 -5.39  0.4200
H: 0.92 1.46 -3.38  0.3301
H: 1.24 -0.06 -4.23  0.6452
H: 3.63 0.08 -3.57  0.5280
H: 5.30 -0.26 -1.76  0.4529
H: 4.48 -0.54 0.59  0.5160
H: 2.56 -0.63 2.14  0.7259
H: 1.30 -1.58 1.32  -0.4607
H: 1.20 0.26 4.44  0.4972
H: 0.06 -1.05 6.20  0.4254
H: -2.06 -2.23 5.65  0.4164
H: -3.03 -2.09 3.40  0.5110
C: 0.66 4.83 0.28  -0.6370
C: 2.07 4.34 -0.09  -0.6693
C: 1.80 3.24 -1.10  -0.3562
O: 0.59 2.63 -0.66  0.5306
C: -0.26 3.69 -0.16  -0.4757
H: 0.41 5.75 -0.25  0.3477
H: 0.57 5.03 1.34  0.2509
H: 2.59 3.93 0.78  0.2540
H: 2.70 5.14 -0.50  0.3764
H: 2.58 2.48 -1.12  0.1187
H: 1.68 3.65 -2.11  0.3279
H: -0.86 3.26 0.64  0.3390
H: -0.95 3.99 -0.96  0.1013
N: -0.36 -2.34 -0.67  -0.2233
C: -0.58 -3.22 0.03  -0.2373
C: -0.85 -4.32 0.91  0.7006
C: -1.96 -5.13 0.66  -0.4659
C: -2.25 -6.17 1.53  -0.6250
C: -1.43 -6.40 2.63  -0.3692
C: -0.33 -5.59 2.88  -0.7236
C: -0.03 -4.55 2.02  -0.1578
H: -2.59 -4.93 -0.20  0.4968
H: -3.10 -6.80 1.34  0.4124
H: -1.66 -7.22 3.30  0.4168
H: 0.29 -5.77 3.74  0.4254
H: 0.82 -3.91 2.21  0.4175

***

# 5
Formula: C27H21AuNO6PS
Source: the OMol25 dataset
Level of theory: ωB97M-V/def2-TZVPD

Computed properties:
energy = -2422.8173 a.u.
HOMO = -8.182 eV
F_max = 0.02169 hartree/bohr
energy above the lowest of the compared OMol25 structures with the same formula, charge and spin = 0.0 kcal/mol
LUMO energy = -1.33 eV

Last column: Mulliken charge in e.
Atoms and positions in Å:
Au: 0.75 -1.39 -0.70  1.1268
O: -0.47 -3.45 2.41  -0.5961
C: 0.39 -3.04 1.68  0.6716
O: 0.07 -2.87 0.38  -0.5868
C: 1.79 -2.81 2.16  0.0188
C: 1.99 -2.99 3.53  -0.6077
C: 3.25 -2.91 4.09  -0.6135
C: 4.34 -2.65 3.27  -0.4748
C: 4.16 -2.45 1.91  -0.8552
C: 2.89 -2.53 1.34  0.9033
S: 2.84 -2.28 -0.41  -0.5024
H: 1.12 -3.20 4.14  0.4605
H: 3.38 -3.06 5.15  0.3894
H: 5.33 -2.59 3.69  0.3698
H: 5.01 -2.21 1.28  0.4373
O: 1.47 -0.41 -2.41  -0.7026
C: 2.03 0.71 -2.54  -0.1990
C: 2.13 1.80 -1.66  0.7765
C: 2.83 2.93 -2.17  -0.6635
C: 2.97 4.04 -1.41  -0.4833
C: 2.44 4.11 -0.09  -0.4069
C: 1.77 3.06 0.43  -0.8313
C: 1.57 1.84 -0.32  0.4843
O: 0.93 0.88 0.16  -0.2822
N: 3.69 5.19 -1.95  1.0249
O: 4.11 5.12 -3.09  -0.6317
O: 3.82 6.16 -1.23  -0.6351
H: 2.49 0.86 -3.52  0.4104
H: 3.25 2.91 -3.16  0.5056
H: 2.58 5.02 0.47  0.4814
H: 1.35 3.09 1.42  0.4618
C: -2.17 -2.22 -2.29  -1.6284
P: -1.59 -1.04 -1.04  1.3265
C: -2.47 -1.39 0.48  0.2833
C: -2.25 -0.52 1.55  -0.3743
C: -2.87 -0.75 2.77  -0.6538
C: -3.71 -1.85 2.92  -0.4697
C: -3.92 -2.72 1.87  -0.7068
C: -3.29 -2.50 0.65  -0.4680
C: -2.22 0.57 -1.57  0.4296
C: -3.55 0.93 -1.33  -0.5085
C: -4.03 2.15 -1.77  -0.7020
C: -3.20 3.02 -2.46  -0.4570
C: -1.87 2.68 -2.69  -0.6426
C: -1.39 1.46 -2.25  -0.0210
H: -3.25 -2.14 -2.40  0.4897
H: -1.89 -3.23 -2.01  0.4940
H: -1.69 -1.97 -3.24  0.3647
H: -1.58 0.33 1.43  0.3972
H: -2.70 -0.08 3.60  0.4304
H: -4.19 -2.03 3.87  0.3842
H: -4.55 -3.59 1.99  0.4037
H: -3.44 -3.19 -0.17  0.3632
H: -4.20 0.26 -0.78  0.3912
H: -5.06 2.42 -1.58  0.4086
H: -3.58 3.98 -2.80  0.3945
H: -1.22 3.36 -3.21  0.4425
H: -0.36 1.20 -2.42  0.1783